Formula: C19H22F9N4O3S2
Source: OMol25
Level of theory: the ωB97M-V functional and the def2-TZVPD basis

Results
- Total charge: -1
- LUMO: 1.1 eV
- F_max: 2.94 eV/Å
- Total energy: -78291.551 eV
- HOMO level: -5.39 eV

Each line ends with the natural charge from an NBO analysis.
Geometry (Å):
C: 5.353859 0.301760 1.699139  -0.631
C: 3.918832 0.852106 1.758653  -0.219
N: 2.963547 0.082616 0.945505  -0.508
C: 1.875231 0.936092 0.421566  -0.223
C: 0.831376 1.333035 1.486349  -0.447
C: -0.574127 1.687777 0.893355  -0.013
C: -0.139245 3.055546 0.223588  0.752
O: -0.288054 4.093809 0.881933  -0.732
O: 0.483475 3.056008 -0.869929  -0.778
N: -1.112214 0.730603 -0.054575  -0.490
C: -1.857615 1.360084 -1.158630  -0.223
C: -2.839350 0.561675 -2.034209  -0.413
C: -2.187720 -0.076988 -3.305403  -0.525
S: -3.164723 -1.428276 -4.045333  0.254
C: -3.772778 -2.491807 -2.754479  -0.088
S: -5.390003 -2.617251 -2.574046  0.024
N: -2.918436 -3.245554 -1.946562  -0.443
C: -1.626595 -3.688902 -2.197009  -0.083
C: -1.266440 -4.331596 -1.073752  -0.084
N: -2.288830 -4.337468 -0.135059  -0.452
C: -3.256280 -3.687026 -0.694757  0.215
C: -1.272366 -0.606111 0.179295  0.763
F: -2.603886 -0.996992 0.364565  -0.369
F: -0.907674 -1.301594 -0.977684  -0.371
C: -0.570221 -1.444901 1.265624  0.521
F: -0.820039 -1.096079 2.545585  -0.323
F: 0.743396 -1.669484 1.034494  -0.319
C: -1.608452 2.056154 2.009857  0.626
F: -2.492494 2.996625 1.609369  -0.312
F: -2.465660 1.001644 2.258278  -0.346
C: -1.080758 2.392121 3.437557  0.923
F: -0.229805 3.393624 3.560625  -0.289
F: -2.184526 2.754107 4.157801  -0.337
F: -0.608651 1.315843 4.079408  -0.316
C: 3.601175 -0.501013 -0.222482  0.739
C: 3.907360 0.315824 -1.479301  -0.752
O: 3.903788 -1.672845 -0.203073  -0.552
H: 5.868720 0.576379 0.771488  0.197
H: 5.353474 -0.793242 1.741463  0.228
H: 5.934006 0.623711 2.569901  0.212
H: 3.895333 1.938877 1.580019  0.181
H: 3.614616 0.710904 2.806998  0.195
H: 2.337147 1.873929 0.075672  0.202
H: 1.388638 0.516284 -0.462717  0.222
H: 1.232614 2.233574 1.962780  0.244
H: 0.811469 0.573834 2.274725  0.230
H: -1.113817 1.720387 -1.879997  0.240
H: -2.432800 2.199190 -0.758776  0.221
H: -3.524328 1.306082 -2.463112  0.215
H: -3.501091 -0.160544 -1.553712  0.225
H: -2.178340 0.703785 -4.075701  0.231
H: -1.135771 -0.329012 -3.146293  0.230
H: -1.094340 -3.476454 -3.109404  0.237
H: -0.302051 -4.789163 -0.897576  0.213
H: -4.196611 -3.545680 -0.187514  0.226
H: -1.009413 -2.446156 1.162179  0.162
H: 4.128556 -0.409021 -2.269318  0.231
H: 4.789535 0.958336 -1.385674  0.230
H: 3.079356 0.930837 -1.841697  0.248

Atoms 1-2, force components in eV/Å:
-0.07 -0.25 -0.10
0.36 -0.62 1.21